1.
A molecular structure, C39H49As3HgN6S in a non-equilibrium geometry. Source: the OMol25 dataset; level of theory: the ωB97M-V functional and the def2-TZVPD basis.

## Properties
Multiplicity = 2
Gap between HOMO and LUMO (spin up / spin down) = 0.1858 / 0.2148 hartree
Net charge = -1
LUMO energy (spin up / spin down) = 2.1059 / 2.1056 eV

```
99
Properties=species:S:1:pos:R:3:lowdin_charge:R:1
Hg 1.866 0.436 -1.563 0.466
As -5.532 -0.010 -4.171 1.104
As -1.961 -0.963 -0.699 1.141
As -1.269 2.279 -1.505 1.053
S 5.297 1.146 -1.327 0.260
N 6.447 -0.787 0.135 0.008
N 4.652 0.200 1.115 -0.049
N -3.330 -2.954 6.103 0.133
N 0.596 -2.602 -0.203 0.171
N 0.731 1.612 1.504 -0.031
N 3.439 0.790 1.073 -0.020
C -1.794 -1.770 4.386 -0.245
C -1.146 4.244 -1.487 -0.311
C 1.862 2.262 2.066 -0.133
C -0.435 -1.853 2.408 -0.105
C -0.988 2.076 -3.438 -0.367
C -5.779 -1.818 -3.445 -0.346
C -0.747 0.230 3.548 -0.002
C -4.104 1.051 -1.693 -0.670
C -1.220 -2.497 3.342 -0.060
C 6.461 3.308 2.962 -0.084
C 5.398 0.135 0.066 -1.014
C -5.563 1.445 -1.396 -0.115
C -0.194 -0.480 2.488 -0.158
C 0.634 0.164 1.401 -0.224
C -1.550 -0.404 4.484 -0.025
C 1.629 3.507 2.672 -0.036
C 4.288 2.282 2.785 -0.193
C -3.258 2.308 -1.418 -0.355
C 2.824 -4.033 -2.472 -0.020
C 3.836 -4.835 -2.971 -0.068
C -2.647 -2.426 5.342 -0.193
C 2.460 -4.138 -1.133 -0.211
C 4.123 -5.837 -0.803 -0.076
C 4.280 2.096 4.164 -0.043
C 4.486 -5.737 -2.140 -0.077
C -2.530 -2.188 0.731 -0.315
C 1.408 -3.304 -0.614 -0.111
C -0.619 3.566 1.794 -0.116
C -3.953 0.646 -3.179 -0.376
C -4.490 -0.583 -5.734 -0.354
C 3.192 1.731 1.933 -0.231
C -0.436 2.323 1.311 -0.212
C 0.425 4.162 2.574 -0.092
C 6.448 3.120 4.339 -0.111
C -3.773 -0.126 -0.755 -0.351
C -2.143 -2.296 -2.139 -0.322
C 5.353 2.514 4.940 -0.099
C 5.391 2.886 2.187 -0.026
C 3.112 -5.039 -0.296 -0.027
H -0.556 1.291 3.650 0.112
H -3.171 -2.649 -2.215 0.000
H 2.457 3.969 3.192 0.110
H -6.520 -2.329 -4.062 0.011
H 0.207 -0.089 0.425 -0.064
H 7.299 3.421 4.937 0.090
H 6.702 -1.052 1.075 0.061
H -1.203 1.793 0.758 0.022
H -3.678 -1.246 -5.430 0.017
H 0.002 -2.413 1.590 0.049
H -1.820 -1.887 -3.097 0.007
H 5.411 2.998 1.108 0.090
H -4.852 -2.389 -3.473 -0.001
H 0.004 2.467 -3.663 0.005
H 5.343 2.350 6.011 0.092
H -2.743 -1.624 1.640 0.028
H -0.100 4.542 -1.539 0.027
H -5.130 -1.111 -6.440 0.012
H 2.317 -3.315 -3.103 0.118
H 2.826 -5.098 0.746 0.119
H -1.400 -3.562 3.280 0.123
H 3.431 1.601 4.623 0.115
H -1.546 4.089 1.603 0.089
H -1.988 0.160 5.297 0.115
H -3.934 0.210 0.276 0.076
H 0.282 5.127 3.040 0.086
H -3.429 -2.735 0.438 0.036
H -0.993 1.019 -3.706 -0.004
H 1.639 -0.248 1.404 0.091
H 7.216 -0.544 -0.467 0.034
H -3.671 1.526 -3.761 0.051
H -1.731 -2.895 0.944 -0.003
H -6.155 -1.792 -2.423 0.007
H -3.139 -0.072 -3.293 0.039
H -1.729 2.613 -4.031 0.013
H -5.894 2.245 -2.063 0.077
H -3.475 2.655 -0.401 0.072
H 5.277 -6.361 -2.533 0.103
H -1.688 4.690 -2.323 0.020
H -1.559 4.621 -0.551 -0.001
H -4.063 0.283 -6.240 0.015
H -1.495 -3.137 -1.893 0.003
H 7.318 3.770 2.487 0.097
H -5.659 1.794 -0.366 0.083
H 4.630 -6.539 -0.155 0.104
H 4.120 -4.757 -4.012 0.106
H -4.500 -0.925 -0.935 0.059
H -3.598 3.104 -2.091 0.074
H -6.238 0.596 -1.528 0.054
```


2.
A molecular structure, C39H50AsBaN3O6SSe in a non-equilibrium geometry. Source: the OMol25 dataset; level of theory: the ωB97M-V functional and the def2-TZVPD basis.

## Properties
Gap between HOMO and LUMO = 0.1951 hartree
Net charge = +2
LUMO energy = -7.2210 eV

```
102
Properties=species:S:1:pos:R:3:lowdin_charge:R:1
Ba -0.538 0.677 0.874 1.732
Se 0.516 -0.077 -2.170 0.583
As 1.426 -1.870 2.384 1.397
S -3.111 0.852 2.269 0.292
O -0.975 3.233 0.086 -0.304
O 1.246 1.723 2.732 -0.374
O -2.465 2.156 2.497 -0.416
O 2.933 -1.037 -0.011 0.040
O -2.292 -0.223 2.831 -0.471
O -3.320 0.656 0.830 -0.458
N -2.094 1.032 -2.732 0.003
N 2.588 -2.078 -0.350 0.131
N -0.451 2.265 -3.487 -0.008
C 2.132 -3.176 0.937 -0.401
C 0.149 -4.939 5.697 -0.051
C -1.628 2.946 -3.783 -0.182
C 1.379 -4.305 5.802 -0.055
C 3.279 -3.707 1.629 -0.156
C 5.275 -0.565 3.611 -0.028
C 3.445 -5.079 1.752 0.029
C 2.130 3.556 3.936 -0.141
C -4.226 3.800 -3.999 -0.055
C -2.870 -0.085 -2.186 -0.154
C 0.641 1.713 4.051 -0.201
C -3.994 2.585 -3.383 0.006
C -1.871 -2.726 -3.587 -0.110
C 5.443 -2.730 2.555 0.014
C 1.323 -5.434 0.592 -0.018
C 6.035 -1.657 3.200 -0.029
C 2.464 -5.921 1.266 0.032
C -0.688 -4.674 4.621 -0.059
C 0.949 -3.153 3.738 -0.401
C 0.895 2.721 -3.842 -0.144
C 2.052 2.918 2.558 -0.172
C 1.504 1.992 -5.032 -0.189
C -4.672 0.844 3.072 -0.116
C -2.671 2.170 -3.293 -0.159
C -0.295 -3.772 3.645 -0.113
C -0.482 1.088 -6.403 -0.091
C 1.178 -4.097 0.388 -0.042
C -3.591 -0.865 -3.282 -0.167
C 0.699 2.058 -6.331 -0.231
C 3.904 -0.527 3.387 -0.060
C 3.309 -1.600 2.748 -0.344
C 4.072 -2.693 2.317 -0.213
C 1.786 -3.412 4.822 -0.089
C -1.573 4.370 -0.582 -0.074
C -1.860 4.159 -4.420 0.004
C -2.661 -1.597 -4.244 -0.238
C -0.753 1.122 -2.843 -0.667
C 0.809 3.128 4.576 -0.134
C -3.176 4.571 -4.516 -0.053
H -1.652 -5.159 4.551 0.116
H 0.359 3.084 -6.506 0.107
H 1.177 0.987 4.672 0.120
H -3.401 5.510 -5.002 0.116
H -0.835 4.779 -1.266 0.089
H -1.057 4.759 -4.825 0.117
H -1.977 -0.882 -4.711 0.087
H -1.559 3.108 0.855 -0.002
H -3.266 -2.004 -5.056 0.116
H -2.534 -3.370 -3.003 0.078
H 1.555 3.567 1.832 0.119
H -0.399 1.401 3.954 0.092
H -1.341 1.421 -5.819 0.055
H 0.828 3.166 5.663 0.127
H 2.570 -6.989 1.409 0.132
H -0.165 -5.635 6.464 0.117
H 0.805 3.785 -4.060 0.124
H -4.252 -1.583 -2.789 0.125
H 5.760 0.261 4.115 0.121
H 1.380 1.831 -7.153 0.111
H 2.022 -4.502 6.649 0.116
H -5.256 1.675 2.684 0.082
H -0.187 0.099 -6.043 0.073
H -2.167 -0.727 -1.657 0.067
H 3.313 0.320 3.712 0.095
H 6.041 -3.569 2.221 0.129
H -5.241 4.162 -4.090 0.115
H 1.525 2.611 -2.959 0.107
H 2.978 3.158 4.495 0.118
H -5.153 -0.106 2.851 0.081
H -0.014 3.754 4.227 0.126
H 2.243 4.637 3.882 0.125
H -1.091 -2.343 -2.927 -0.001
H -0.967 -3.543 2.825 0.104
H -1.387 -3.349 -4.339 0.078
H -4.808 1.993 -2.987 0.121
H 0.592 -6.132 0.208 0.127
H -3.570 0.324 -1.455 0.106
H -0.823 0.974 -7.432 0.081
H 0.363 -3.714 -0.217 0.127
H 2.488 2.443 -5.186 0.121
H 2.747 -2.920 4.908 0.104
H -1.846 5.130 0.147 0.099
H 1.682 0.948 -4.763 0.083
H -4.238 -0.184 -3.839 0.108
H 7.102 -1.663 3.379 0.122
H 3.020 2.612 2.162 0.122
H 4.293 -5.478 2.293 0.136
H -2.455 4.061 -1.143 0.083
H -4.502 0.955 4.140 0.082
```


3.
2 unconnected molecules or ions with the total composition C39H50N5 in a non-equilibrium geometry. Source: the OMol25 dataset; level of theory: the ωB97M-V functional and the def2-TZVPD basis.

## Properties
Gap between HOMO and LUMO = 0.2148 hartree
Net charge = +1
LUMO energy = -3.2597 eV

```
94
Properties=species:S:1:pos:R:3:lowdin_charge:R:1
N 1.977 5.310 4.119 -0.135
N 1.138 3.566 5.397 0.041
N -6.078 -0.946 3.411 -0.062
N 3.128 4.745 6.049 -0.142
N 5.915 -0.874 3.495 -0.067
C -1.703 2.211 6.666 -0.058
C -6.146 -2.399 3.349 -0.155
C 4.793 1.263 3.724 -0.142
C -2.490 -0.219 3.519 0.030
C -1.266 1.945 3.518 -0.001
C -4.913 -0.248 3.369 -0.086
C 0.760 5.334 3.327 -0.051
C -1.601 4.637 6.816 -0.043
C -6.220 1.895 3.146 -0.141
C 5.939 -2.314 3.335 -0.158
C -3.670 -0.932 3.478 -0.145
C 0.565 3.282 6.707 -0.168
C 4.764 -0.166 3.708 -0.080
C -0.019 1.368 3.506 -0.079
C -4.853 -3.054 2.908 -0.162
C 7.251 1.183 3.957 -0.163
C 2.381 1.343 3.977 -0.204
C 3.571 3.668 6.924 -0.051
C -2.477 1.196 3.433 -0.226
C 7.228 -0.268 3.511 -0.160
C -3.636 -2.417 3.567 -0.146
C 2.389 -0.070 4.178 0.037
C 3.438 -2.320 3.742 -0.141
C -0.953 3.391 6.736 -0.215
C -7.321 1.157 3.905 -0.162
C 6.071 1.957 3.399 -0.145
C -4.917 1.181 3.283 -0.148
C 3.631 1.995 3.901 0.015
C 4.600 -2.899 2.938 -0.161
C 3.546 6.092 6.448 -0.052
C 3.109 6.078 3.602 -0.046
C 3.521 -0.832 3.903 -0.131
C -7.381 -0.305 3.496 -0.157
C -3.722 1.859 3.329 0.013
C 1.165 2.075 3.741 -0.011
C 2.047 4.519 5.226 -0.394
C -3.749 3.504 6.813 -0.088
C -3.102 2.269 6.642 -0.085
C -3.003 4.689 6.893 -0.080
H -3.503 5.657 7.030 0.106
H 1.255 3.098 3.338 0.092
H -3.574 -2.722 4.621 0.131
H -6.965 -2.666 2.665 0.129
H 4.430 -2.702 1.872 0.124
H 0.925 4.857 2.350 0.097
H -6.444 -2.774 4.343 0.134
H -1.006 5.563 6.823 0.115
H 6.702 -2.555 2.581 0.130
H 2.826 6.854 6.134 0.091
H -4.754 -2.974 1.820 0.124
H 2.501 -2.573 3.231 0.121
H 3.391 -2.796 4.732 0.128
H 6.159 2.059 2.302 0.138
H 3.006 3.674 7.870 0.087
H 1.469 -0.577 4.494 0.126
H 6.049 2.963 3.825 0.115
H 4.641 -3.980 3.071 0.118
H 0.475 6.383 3.156 0.101
H 8.182 1.639 3.624 0.118
H -1.556 -0.766 3.626 0.114
H -4.837 3.527 6.906 0.103
H -0.038 4.806 3.861 0.074
H 3.631 6.112 7.543 0.095
H 1.000 3.980 7.443 0.113
H -3.724 2.957 3.303 0.133
H -3.664 1.340 6.503 0.108
H 0.858 2.263 6.999 0.117
H -1.174 1.246 6.597 0.120
H 3.129 7.096 4.028 0.090
H -4.900 -4.112 3.166 0.117
H 7.870 -0.879 4.165 0.131
H -8.000 -0.873 4.207 0.129
H 4.538 6.344 6.040 0.092
H 3.456 2.702 6.411 0.086
H -1.344 3.020 3.653 0.116
H -6.116 2.909 3.543 0.118
H -6.493 1.984 2.083 0.132
H 4.066 5.556 3.768 0.093
H 3.693 3.092 3.913 0.114
H 7.661 -0.353 2.496 0.134
H 0.062 0.296 3.278 0.103
H 4.635 3.806 7.148 0.097
H 2.958 6.167 2.520 0.093
H -8.290 1.620 3.701 0.119
H 6.288 -2.768 4.282 0.137
H -7.131 1.228 4.984 0.122
H 7.223 1.216 5.054 0.125
H -2.733 -2.788 3.072 0.121
H -7.885 -0.397 2.517 0.134
```


- Which of these has the lowest net charge?
  C39H49As3HgN6S